(1)
Molecular formula: C3H4O3
Method: DFT, wB97M-V/def2-TZVPD

Last column: Löwdin charge in e.
Element x y z (Å)
O: 0.900 1.495 -1.368  -0.02
C: 0.498 0.270 -0.866  -0.22
C: -0.387 -0.532 1.748  -0.16
O: -0.628 -1.597 1.236  -0.02
C: -0.737 -0.148 -1.097  -0.17
O: -1.845 -0.462 -1.303  0.19
H: 1.548 1.336 -2.066  0.10
H: 1.175 -0.320 -0.262  0.11
H: -1.083 0.328 1.675  0.10
H: 0.559 -0.371 2.303  0.09

* E_tot: -9315.4360 eV
* gap between HOMO and LUMO: 9.3 eV
* energy relative to the best compared isomer or geometry (same formula, charge and spin): 315.0 kJ/mol
* structure (SMILES): O=C=CO.C=O
* LUMO: 0.3 eV
* F_max: 0.027 Eh/bohr


(2)
Molecular formula: C43H46N9O3SSiSn
Method: DFT, wB97M-V/def2-TZVPD

Last column: Löwdin charge in e.
Element x y z (Å)
Sn: -0.045 1.570 -0.964  1.07
N: -4.342 5.540 7.391  0.18
C: -3.910 5.386 6.348  -0.18
C: -3.420 4.809 5.142  -0.22
C: -2.657 5.484 4.243  0.00
C: -2.307 4.819 3.091  0.00
C: -2.603 3.465 2.972  -0.20
C: -3.423 2.761 3.865  0.00
C: -3.879 3.506 4.905  -0.01
C: -1.918 2.814 1.794  -0.05
C: -0.599 2.535 2.063  -0.21
C: 0.210 2.647 3.294  0.04
C: 1.527 2.332 3.001  -0.04
C: 1.570 1.963 1.646  -0.14
N: 0.320 1.982 1.122  -0.10
C: -2.610 2.578 0.575  -0.25
C: -4.047 2.718 0.492  0.02
C: -4.403 2.457 -0.826  -0.02
C: -3.155 2.296 -1.509  -0.14
N: -2.120 2.319 -0.684  -0.04
H: -2.439 6.535 4.336  0.13
H: -1.654 5.221 2.308  0.14
H: -3.609 1.692 3.782  0.13
H: -4.450 2.986 5.657  0.13
H: -0.233 2.847 4.314  0.15
H: 2.385 2.419 3.632  0.10
H: 2.419 1.865 0.884  0.09
H: -4.647 2.974 1.368  0.12
H: -5.377 2.549 -1.293  0.11
H: -3.185 1.935 -2.505  0.10
C: 1.313 -4.513 -1.077  -0.02
C: 0.206 -3.523 -1.270  -0.49
C: -0.833 -3.680 -0.098  -0.01
C: -0.609 -3.585 -2.619  -0.01
O: 0.727 -2.088 -1.321  -0.19
Si: 2.106 -1.431 -0.739  -0.09
S: 2.217 0.611 -1.370  0.46
O: 3.473 -1.990 -1.400  -0.18
C: 4.359 -2.149 -2.596  -0.60
C: 5.664 -1.683 -2.125  -0.03
C: 3.736 -1.428 -3.787  -0.03
C: 4.490 -3.631 -2.937  -0.04
O: 2.145 -1.602 0.926  -0.17
C: 3.190 -2.104 1.813  -0.63
C: 3.665 -3.505 1.531  -0.02
C: 4.286 -1.076 1.851  -0.03
C: 2.506 -2.101 3.151  -0.04
H: 0.974 -5.528 -1.325  0.11
H: 1.482 -4.646 0.003  0.08
H: 2.221 -4.267 -1.562  0.05
H: -1.218 -4.706 -0.256  0.10
H: -1.763 -3.110 -0.121  0.07
H: -0.350 -3.547 0.876  0.08
H: -1.027 -4.592 -2.728  0.09
H: -0.004 -3.463 -3.532  0.09
H: -1.368 -2.851 -2.633  0.02
H: 5.556 -0.740 -1.674  0.07
H: 6.370 -1.563 -2.981  0.12
H: 6.109 -2.361 -1.467  0.07
H: 4.035 -0.386 -3.801  0.08
H: 2.676 -1.489 -3.783  0.06
H: 4.140 -1.913 -4.698  0.10
H: 4.853 -4.201 -2.072  0.09
H: 5.220 -3.737 -3.815  0.13
H: 3.553 -4.121 -3.183  0.07
H: 4.055 -3.641 0.535  0.07
H: 2.791 -4.202 1.645  0.10
H: 4.502 -3.759 2.219  0.11
H: 4.888 -0.921 0.926  0.10
H: 5.013 -1.315 2.556  0.06
H: 3.975 -0.020 2.095  0.10
H: 1.711 -2.821 3.151  0.08
H: 2.167 -1.135 3.367  0.06
H: 3.196 -2.508 3.925  0.12
C: -2.415 -1.545 3.414  -0.03
C: -1.125 -1.223 3.016  -0.06
C: -0.827 -0.700 1.769  -0.04
C: -1.823 -0.533 0.854  -0.29
C: -3.137 -0.815 1.188  -0.02
C: -3.442 -1.341 2.441  -0.04
N: -1.455 -0.239 -0.498  0.01
N: -2.204 -0.713 -1.402  0.17
C: -1.819 -0.258 -2.708  -0.34
C: -2.509 -0.807 -3.748  0.01
C: -2.216 -0.415 -5.057  0.03
C: -1.308 0.627 -5.197  -0.02
C: -0.653 1.154 -4.138  -0.07
N: -0.880 0.668 -2.897  0.03
H: -2.541 -2.018 4.398  0.12
H: -0.326 -1.364 3.718  0.10
H: 0.251 -0.580 1.550  0.10
H: -3.956 -0.652 0.428  0.14
H: -4.375 -1.818 2.617  0.10
H: -3.178 -1.558 -3.451  0.12
H: -2.734 -0.891 -5.908  0.14
H: -1.135 1.045 -6.164  0.12
H: 0.037 1.986 -4.204  0.12
N: 0.344 3.311 -2.171  0.06
C: -0.438 4.084 -2.586  -0.17
C: -1.432 4.975 -2.957  -0.25
C: -1.975 4.849 -4.247  -0.23
N: -2.400 4.635 -5.289  0.16
C: -1.846 5.786 -1.862  -0.21
N: -2.277 6.367 -0.949  0.16

* E_tot: -89430.6791 eV
* gap between HOMO and LUMO (alpha / beta): 5.9 / 5.9 eV
* energy relative to the best compared isomer or geometry (same formula, charge and spin): 9.7 kJ/mol
* LUMO (alpha / beta): -4.9 / -4.9 eV
* net charge: +1
* F_max: 0.065 Eh/bohr


(3)
Molecular formula: C5H9B
Method: DFT, wB97M-V/def2-TZVPD

Last column: Löwdin charge in e.
Element x y z (Å)
B: -0.791 -0.032 0.072  -0.10
C: 2.441 0.364 0.605  -0.09
C: 2.594 -0.564 -0.284  -0.06
C: 1.395 0.364 -0.463  -0.17
C: -1.597 1.259 0.072  -0.08
C: -1.236 -1.520 0.116  -0.07
H: 2.739 1.043 1.328  0.07
H: 2.858 -1.493 -0.825  0.10
H: 1.369 1.109 -1.270  0.05
H: -1.080 2.162 -0.393  0.08
H: -1.853 1.752 0.984  0.05
H: -2.581 1.431 -0.283  0.04
H: -0.491 -2.265 -0.082  0.03
H: -2.044 -1.817 -0.624  0.09
H: -1.723 -1.793 1.048  0.05

* E_tot: -6001.5252 eV
* gap between HOMO and LUMO: 8.0 eV
* energy relative to the best compared isomer or geometry (same formula, charge and spin): 472.9 kJ/mol
* LUMO: 0.7 eV
* F_max: 0.069 Eh/bohr


(4)
Molecular formula: C4H7FI2
Method: DFT, wB97M-V/def2-TZVPD

Last column: Löwdin charge in e.
Element x y z (Å)
C: 1.518 -0.230 2.066  -0.12
C: -1.784 0.295 -2.203  -0.15
C: 0.348 -0.779 1.131  -0.62
C: -1.015 1.207 -1.691  -0.80
F: -0.929 -0.279 0.639  -0.17
I: 1.072 -1.736 -0.740  0.74
I: 0.587 2.211 -2.520  0.77
H: 2.140 0.438 1.661  0.00
H: 1.089 0.248 3.010  0.10
H: 2.197 -1.095 2.438  0.12
H: -1.713 -0.102 -3.214  0.06
H: -2.546 -0.302 -1.672  0.07
H: 0.195 -1.516 1.848  0.03
H: -1.159 1.639 -0.754  -0.02

* E_tot: -23177.2595 eV
* gap between HOMO and LUMO: 9.2 eV
* energy relative to the best compared isomer or geometry (same formula, charge and spin): 201.8 kJ/mol
* structure (SMILES): C[C@@H](F)I.C=CI
* LUMO: 0.3 eV
* F_max: 0.078 Eh/bohr


(5)
Molecular formula: C7H12O2
Method: DFT, wB97M-V/def2-TZVPD

Last column: Löwdin charge in e.
Element x y z (Å)
C: 0.042 0.125 -1.800  -0.37
C: 0.074 -1.120 -0.080  -0.07
C: 0.702 -0.162 0.789  -0.21
C: 0.465 -0.079 2.235  -0.35
C: 1.051 0.818 -2.644  -0.02
C: -1.279 0.758 -1.525  -0.04
C: -0.516 -0.962 2.965  -0.04
O: 0.348 -1.128 -1.443  -0.01
O: -0.076 0.974 1.445  -0.05
H: -0.572 -1.918 0.252  0.12
H: 1.657 0.212 0.425  0.15
H: 1.315 0.223 2.851  0.14
H: 0.568 1.361 -3.461  0.08
H: 1.613 1.559 -2.062  0.09
H: -1.220 1.555 -0.779  0.09
H: -1.984 0.019 -1.140  0.09
H: -1.661 1.208 -2.449  0.08
H: 1.765 0.098 -3.047  0.09
H: -0.037 -1.893 3.277  0.08
H: -0.883 -0.451 3.858  0.08
H: -1.372 -1.198 2.334  0.08

* E_tot: -11544.0135 eV
* gap between HOMO and LUMO (alpha / beta): 8.5 / 7.2 eV
* energy relative to the best compared isomer or geometry (same formula, charge and spin): 423.6 kJ/mol
* LUMO (alpha / beta): 1.0 / 0.3 eV
* F_max: 0.021 Eh/bohr


(6)
Molecular formula: C24H20F3
Method: DFT, wB97M-V/def2-TZVPD

Last column: Löwdin charge in e.
Element x y z (Å)
F: -5.282 2.631 2.360  0.12
C: -4.676 1.552 2.940  -0.52
F: -4.953 1.606 4.273  0.13
F: -5.286 0.423 2.445  0.11
C: -3.196 1.513 2.662  -0.13
C: -2.308 1.008 3.601  0.00
C: -0.954 0.942 3.276  -0.03
C: -0.442 1.383 2.036  -0.18
C: 1.013 0.985 1.739  -0.09
C: 1.985 1.484 0.669  -0.20
C: 3.364 1.264 0.858  -0.06
C: 4.325 1.610 -0.093  -0.08
C: 3.912 2.182 -1.301  -0.10
C: 2.555 2.381 -1.537  -0.08
C: 1.609 2.011 -0.572  -0.05
C: -1.376 1.835 1.107  -0.03
C: -2.737 1.932 1.416  0.00
H: -2.671 0.662 4.567  0.13
H: -0.282 0.475 3.992  0.12
H: 1.553 0.912 2.700  0.12
H: 3.709 0.786 1.772  0.11
H: 5.393 1.454 0.091  0.11
H: 4.651 2.459 -2.056  0.11
H: 2.225 2.847 -2.475  0.11
H: 0.559 2.118 -0.806  0.08
H: -1.068 2.072 0.087  0.09
H: -3.439 2.318 0.685  0.12
C: -2.132 -1.525 -3.096  0.00
C: -0.859 -1.972 -3.472  -0.01
C: 0.071 -2.414 -2.530  -0.13
C: -0.285 -2.382 -1.162  -0.16
C: -1.523 -1.790 -0.773  0.01
C: -2.422 -1.367 -1.724  -0.04
C: 0.659 -2.842 -0.205  0.11
C: 2.039 -2.910 -0.525  -0.03
C: 2.472 -2.775 -1.819  0.05
C: 1.482 -2.735 -2.947  -0.09
H: 1.485 -3.668 -3.555  0.17
H: -2.867 -1.243 -3.858  0.13
H: -0.561 -1.929 -4.538  0.14
H: -1.685 -1.654 0.297  0.13
H: -3.348 -0.878 -1.418  0.12
H: 0.862 -0.038 1.462  0.10
H: 0.341 -2.945 0.831  0.14
H: 2.735 -3.107 0.300  0.13
H: 3.544 -2.739 -2.070  0.14
H: 1.810 -1.933 -3.636  0.16

* E_tot: -33357.6596 eV
* gap between HOMO and LUMO: 5.4 eV
* energy relative to the best compared isomer or geometry (same formula, charge and spin): 0.0 kJ/mol
* LUMO: -6.1 eV
* net charge: +1
* F_max: 0.029 Eh/bohr


Among the records above, which one has the lowest energy relative to the best compared isomer or geometry (same formula, charge and spin)?
C24H20F3